Record 1
# C4H9N2

A 2-piece molecular cluster, C4H9N2 overall (ωB97M-V/def2-TZVPD, the OMol25 dataset).

The geometry in XYZ format:
```
15
Properties=species:S:1:pos:R:3:mulliken_charge:R:1
C 1.60417 0.21918 1.62683 -0.249
C -1.81582 -0.69775 -1.17720 -0.366
C -1.32403 -1.14560 0.13257 0.196
C 1.48877 0.88025 -0.63167 -0.933
N -2.24147 -0.26677 0.15734 -0.070
N 0.96383 0.27995 0.55280 -0.155
H 2.60560 0.63371 1.75280 0.235
H 1.16284 -0.25865 2.48751 0.225
H -1.21588 -0.01160 -1.76215 0.214
H -2.50352 -1.31891 -1.73798 0.272
H -0.75536 -1.79090 0.76382 0.382
H 1.49832 0.13272 -1.42689 0.294
H 2.49991 1.27390 -0.49734 0.359
H 0.82821 1.69297 -0.93694 0.292
H -2.79557 0.37750 0.69649 0.305
```

Properties
orbital gap: 8.95 eV
energy relative to the best compared isomer or geometry (same formula, charge and spin): 100.0 kcal/mol
lowest unoccupied orbital energy: -4.831 eV
spin multiplicity: 1
charge: +1

Record 2
# C31H80F6KNO33S11

C31H80F6KNO33S11 as an isolated structure (ωB97M-V/def2-TZVPD, the OMol25 dataset).

The geometry in XYZ format:
```
163
Properties=species:S:1:pos:R:3:mulliken_charge:R:1
K 21.74940 0.41049 1.63302 0.994
C 20.72076 5.74917 5.24672 0.645
F 19.64600 6.33482 5.72520 -0.218
F 21.74333 6.57859 5.49208 -0.219
F 20.88752 4.55971 5.87729 -0.225
S 20.60341 5.63333 3.27074 0.952
O 19.88080 4.39517 2.92948 -0.653
O 19.95235 6.86720 2.85128 -0.542
N 22.28005 5.45155 2.91665 -0.363
S 22.50196 6.59057 1.95225 1.030
O 21.71874 6.41237 0.74215 -0.670
O 22.46359 7.98670 2.48271 -0.637
C 24.38602 6.28792 1.47650 0.577
F 24.60788 5.04571 1.17781 -0.227
F 24.84173 7.05140 0.44868 -0.216
F 25.06105 6.57425 2.56828 -0.225
C 28.75923 8.51605 -8.15341 -0.504
O 29.39996 8.01770 -6.94121 -0.492
H 28.66976 9.59612 -8.03705 0.237
H 29.28119 8.18750 -9.05214 0.216
H 27.74067 8.14357 -8.26254 0.240
H 28.66229 7.87005 -6.34486 0.303
C 25.83935 2.95097 6.87134 -0.552
O 24.84179 2.42401 6.04059 -0.491
H 25.31185 3.71840 7.43781 0.269
H 26.14754 2.20903 7.60799 0.221
H 26.77950 3.20701 6.38281 0.243
H 24.54802 3.08922 5.41387 0.309
O 22.86668 17.52351 2.55383 -0.602
S 24.17196 16.88011 2.58067 1.158
O 24.30599 15.60262 3.33049 -0.594
O 24.70994 16.71853 1.00843 -0.312
C 26.00013 16.18923 0.72585 -0.263
C 26.02264 14.65883 0.83819 -0.956
C 25.26458 18.17339 3.19329 -0.898
H 26.73374 16.70606 1.34455 0.271
H 26.23935 16.44777 -0.30567 0.280
H 25.58466 14.39748 1.80150 0.281
H 26.97530 14.16779 0.63970 0.351
H 25.29498 14.28535 0.11768 0.285
H 25.40341 18.92749 2.41858 0.304
H 26.16101 17.58386 3.38556 0.324
H 24.85146 18.62191 4.09677 0.371
O 19.22754 7.35284 -11.54312 -0.596
S 19.94065 6.14220 -11.13101 1.121
O 21.07545 5.61633 -11.90032 -0.576
O 20.47210 6.29930 -9.57001 -0.284
C 19.80847 7.05369 -8.59108 -0.197
C 20.79976 7.40237 -7.49866 -1.182
C 18.62307 4.79813 -10.89174 -0.897
H 18.94923 6.52701 -8.17585 0.296
H 19.46404 7.97117 -9.06826 0.352
H 21.61895 7.93242 -7.98452 0.302
H 21.11750 6.43886 -7.10016 0.308
H 20.34517 8.10318 -6.79842 0.372
H 19.05933 3.87034 -10.52163 0.319
H 18.16488 4.59392 -11.85943 0.353
H 17.86777 5.17407 -10.20158 0.309
O 13.40441 11.74152 5.64152 -0.621
S 12.03200 11.65696 5.19803 1.171
O 11.47554 12.50050 4.13656 -0.583
O 11.78171 10.10275 4.80466 -0.293
C 12.45217 9.04645 5.44438 -0.142
C 12.50360 7.84866 4.47912 -1.244
C 10.93260 11.77635 6.63004 -0.943
H 11.98644 8.89296 6.41785 0.301
H 13.48510 9.35777 5.60008 0.314
H 12.91646 8.12039 3.50762 0.303
H 11.51041 7.47650 4.22781 0.336
H 12.87296 6.91371 4.90047 0.379
H 10.82168 12.85659 6.72425 0.376
H 11.30062 11.26927 7.52196 0.325
H 10.00071 11.29699 6.33023 0.323
O 30.33231 -2.98897 2.26118 -0.577
S 29.52017 -1.89554 2.82658 1.063
O 28.05097 -1.87408 2.84727 -0.569
O 30.08243 -1.47307 4.36045 -0.278
C 31.37343 -1.92434 4.70052 -0.171
C 31.32828 -2.19274 6.24409 -1.180
C 30.02996 -0.23670 2.00977 -0.871
H 32.05123 -1.09308 4.50640 0.271
H 31.73916 -2.80045 4.16500 0.367
H 32.35086 -2.14382 6.61831 0.348
H 30.87083 -3.09474 6.65060 0.317
H 30.71856 -1.39756 6.67309 0.311
H 31.11316 -0.34975 1.96500 0.295
H 29.69564 0.49263 2.74763 0.307
H 29.71757 -0.05365 0.98167 0.366
O 15.40816 13.02803 -1.60532 -0.588
S 16.46186 13.94678 -1.96537 1.173
O 17.17172 13.75750 -3.24319 -0.614
O 15.89562 15.52223 -1.91369 -0.347
C 15.02473 15.90101 -0.85218 -0.287
C 14.96343 17.38618 -0.64316 -1.168
C 17.82181 14.12378 -0.68286 -0.804
H 15.16316 15.25075 0.01159 0.439
H 14.01303 15.64673 -1.16827 0.318
H 14.22887 17.55230 0.14482 0.360
H 14.65618 17.97847 -1.50506 0.293
H 15.95343 17.69390 -0.30654 0.304
H 17.68033 13.28997 0.00477 0.324
H 17.69814 15.07531 -0.16575 0.270
H 18.79058 14.03086 -1.17374 0.326
O 17.67147 1.59633 13.97087 -0.542
S 17.98998 2.26918 15.29477 1.057
O 17.85017 1.56301 16.55731 -0.572
O 19.36955 3.20795 15.23125 -0.287
C 19.63658 3.90046 14.00218 -0.158
C 21.06304 3.56555 13.56912 -1.267
C 16.83267 3.68395 15.43146 -0.910
H 19.45426 4.96278 14.16444 0.320
H 18.96668 3.57729 13.20538 0.368
H 21.77600 3.79784 14.36021 0.325
H 21.37312 4.20639 12.74372 0.371
H 21.19572 2.49974 13.38323 0.297
H 15.81755 3.31299 15.57294 0.366
H 16.83880 4.13986 14.44141 0.313
H 17.11475 4.33568 16.25837 0.320
O 15.60565 -2.00566 6.94293 -0.614
S 16.75781 -1.21377 7.35870 1.122
O 17.86869 -0.98954 6.45038 -0.572
O 16.16827 0.23783 7.82879 -0.256
C 14.97741 0.32015 8.63341 -0.145
C 14.96280 1.57339 9.47976 -1.187
C 17.44660 -1.84239 8.97957 -0.866
H 14.87992 -0.49186 9.35399 0.280
H 14.03164 0.25909 8.09500 0.278
H 14.36406 1.35613 10.36430 0.355
H 14.64455 2.42795 8.88264 0.301
H 15.94499 1.88189 9.83785 0.333
H 17.92170 -2.82124 8.91448 0.345
H 16.72521 -1.76760 9.79326 0.305
H 18.20419 -1.11735 9.27702 0.321
O 30.44088 14.06760 8.59136 -0.593
S 29.29579 13.69520 7.72825 1.107
O 29.06064 14.19186 6.38007 -0.562
O 29.22644 12.00798 7.67507 -0.321
C 28.22397 11.42229 6.85267 -0.152
C 27.93919 9.99531 7.39227 -1.106
C 27.79819 13.91139 8.73967 -0.865
H 28.53671 11.29085 5.81680 0.264
H 27.35559 12.07987 6.81285 0.296
H 27.89029 9.99781 8.48117 0.300
H 28.72713 9.34667 7.00950 0.286
H 26.96859 9.73233 6.97170 0.359
H 27.67268 14.91462 9.14695 0.374
H 27.85109 13.12870 9.49643 0.294
H 26.98664 13.76023 8.02787 0.320
O 17.60704 1.53981 -1.89180 -0.576
S 16.52991 1.83253 -2.80455 1.106
O 16.69589 1.88835 -4.22881 -0.570
O 15.32656 0.66599 -2.50944 -0.325
C 15.04259 0.38416 -1.13905 -0.091
C 13.64597 -0.34604 -1.09701 -1.218
C 15.53817 3.30146 -2.34853 -0.890
H 14.99694 1.25003 -0.47854 0.305
H 15.68377 -0.41303 -0.76292 0.229
H 12.81360 0.06742 -1.66649 0.331
H 13.30869 -0.53821 -0.07847 0.364
H 13.85547 -1.32872 -1.51957 0.307
H 15.38008 3.31859 -1.27019 0.316
H 14.58799 3.06974 -2.82975 0.329
H 16.11149 4.17245 -2.66596 0.385
```

Properties
orbital gap: 6.53 eV
lowest unoccupied orbital energy: -2.000 eV
spin multiplicity: 1

Record 3
# C42H51Cl5FeN4O2P

C42H51Cl5FeN4O2P as an isolated structure (ωB97M-V/def2-TZVPD, the OMol25 dataset).

The geometry in XYZ format:
```
106
Properties=species:S:1:pos:R:3:mulliken_charge:R:1
Fe -0.54273 -0.11476 0.05977 0.482
C -2.91097 0.71068 -1.38092 -1.413
N -2.07373 1.26505 -0.29921 0.735
C -1.45498 2.55059 -0.64780 -1.742
C -0.53834 2.38022 -1.83046 1.174
C -0.09139 3.48371 -2.54030 -1.030
C 0.71305 3.28154 -3.64834 -0.529
C 1.00339 1.98126 -4.03135 -0.866
C 0.52103 0.94221 -3.25707 -0.742
N -0.20902 1.12729 -2.15379 0.443
C -2.89902 1.38411 0.92170 -1.564
C -2.10112 1.06733 2.14884 0.821
C -2.36363 1.64126 3.37959 -1.086
C -1.58204 1.27885 4.46442 -0.923
C -0.55429 0.37221 4.27000 -0.933
C -0.35449 -0.14384 3.00376 0.335
N -1.12925 0.16993 1.96808 0.930
C -3.03091 -0.77148 -1.16829 0.856
C -4.11988 -1.50436 -1.60610 -1.188
C -4.15831 -2.86604 -1.35571 -0.717
C -3.11294 -3.44560 -0.65643 -0.882
C -2.06046 -2.64712 -0.24968 0.513
N -2.00743 -1.33943 -0.51449 0.944
H -2.43928 0.89828 -2.34236 0.550
H -3.90020 1.17967 -1.39862 0.500
H -0.88002 2.88362 0.21952 0.223
H -2.21617 3.30764 -0.87392 0.693
H -0.37023 4.48015 -2.22262 0.506
H 1.09357 4.12300 -4.21176 0.444
H 1.60378 1.76873 -4.90439 0.495
H 0.75298 -0.08327 -3.51152 0.567
H -3.71841 0.66445 0.85580 0.420
H -3.35390 2.37655 0.98988 0.463
H -3.15662 2.37061 3.47518 0.515
H -1.75994 1.71440 5.43845 0.451
H 0.10204 0.08043 5.07816 0.580
H 0.44762 -0.82071 2.77708 -0.175
H -4.92693 -1.00550 -2.12583 0.537
H -4.99983 -3.45998 -1.68605 0.437
H -3.10555 -4.50103 -0.42355 0.555
H -1.21641 -3.02477 0.30793 -0.189
Cl 5.49519 3.55553 -1.98923 -0.201
C 4.13260 2.83923 -1.22161 0.119
C 3.73182 1.54956 -1.55218 -0.106
Cl 4.60450 0.65217 -2.73517 -0.158
C 2.62583 0.97813 -0.93598 0.722
Cl 2.15520 -0.64257 -1.30698 0.167
C 1.85641 1.66489 0.02171 -2.159
O 0.81054 1.17849 0.61207 0.655
C 2.29481 2.97039 0.34022 0.448
Cl 1.37035 3.84223 1.50978 -0.230
C 3.40395 3.54476 -0.26116 0.540
Cl 3.87971 5.14073 0.16365 -0.194
O 0.77749 -2.14955 0.81992 0.394
P 1.60435 -3.28596 1.38412 -0.768
C 3.15603 -2.70594 2.21111 0.645
C 2.98237 -1.28646 2.79270 0.583
C 4.33518 -0.64171 3.08199 -1.504
C 5.04751 -0.33728 1.76450 -0.449
C 4.94828 -1.51502 0.77053 0.110
C 4.50079 -2.80863 1.44898 -1.671
C 0.67464 -4.25105 2.63015 0.218
C 1.52228 -5.35228 3.32408 -1.215
C 1.75277 -5.04023 4.80058 -0.848
C 0.42538 -4.98232 5.56177 -0.785
C -0.67397 -4.28405 4.73782 -1.048
C -0.07113 -3.39057 3.65866 -0.028
C 2.15072 -4.57076 0.17977 0.018
C 2.54938 -3.95372 -1.16986 -1.316
C 1.32890 -3.64517 -2.03785 0.386
C 0.48805 -4.89560 -2.27758 -1.463
C 0.05409 -5.52060 -0.95507 0.485
C 1.25025 -5.79560 -0.05390 -1.780
H 3.22995 -3.40700 3.04903 0.308
H 2.38757 -1.33445 3.70778 0.157
H 2.44352 -0.65098 2.08090 -0.600
H 4.93678 -1.30175 3.71387 0.351
H 4.19150 0.28083 3.64728 0.581
H 6.08926 -0.07300 1.95045 0.400
H 4.57912 0.54784 1.32468 -0.055
H 5.91775 -1.69845 0.30446 0.736
H 4.26994 -1.26320 -0.04388 -0.470
H 5.25844 -3.07724 2.18981 0.566
H 4.50648 -3.62559 0.72871 0.661
H -0.09798 -4.73784 2.02186 0.770
H 2.47955 -5.50043 2.81809 0.403
H 0.99832 -6.30861 3.24825 0.576
H 2.27913 -4.08587 4.89694 0.135
H 2.40901 -5.79085 5.24256 0.589
H 0.57476 -4.46445 6.51068 0.340
H 0.10673 -5.99576 5.81290 0.373
H -1.32729 -3.70149 5.38885 0.419
H -1.31217 -5.02793 4.25119 0.377
H 0.60528 -2.66946 4.12623 -0.069
H -0.84737 -2.81525 3.15347 0.133
H 3.05714 -4.95664 0.65545 1.084
H 3.18671 -4.67400 -1.69396 0.672
H 3.15415 -3.05781 -1.02427 0.116
H 1.65399 -3.21542 -2.98809 0.600
H 0.71357 -2.89134 -1.53698 -0.583
H 1.07703 -5.62733 -2.84087 0.437
H -0.38398 -4.65797 -2.89133 0.502
H -0.49152 -6.45027 -1.13119 0.593
H -0.63924 -4.84695 -0.44458 -0.725
H 1.87955 -6.54977 -0.53873 0.537
H 0.92952 -6.24094 0.88737 0.328
```

Properties
orbital gap (spin up / spin down): 7.55 / 7.58 eV
energy relative to the best compared isomer or geometry (same formula, charge and spin): 11.3 kcal/mol
lowest unoccupied orbital energy (spin up / spin down): -2.262 / -2.254 eV
spin multiplicity: 1
charge: +1

Record 4
# C4H4OS2

One molecule with the formula C4H4OS2 (ωB97M-V/def2-TZVPD, the OMol25 dataset).

The geometry in XYZ format:
```
11
Properties=species:S:1:pos:R:3:mulliken_charge:R:1
C -0.42889 0.58025 -0.91230 0.382
C -1.26891 -0.56137 -0.76079 -0.349
C 0.72174 0.94520 -0.39244 -0.423
C 0.06415 -1.53942 1.08878 -0.491
O 2.28146 2.65073 0.92594 -0.496
S -1.38075 -1.73246 0.41194 0.083
S 2.16790 1.67768 -0.17245 0.184
H -0.76306 1.02753 -1.78901 0.329
H -2.21459 -0.29188 -1.22978 0.291
H 0.79157 -0.77596 0.82402 0.155
H 0.02938 -1.98029 2.00609 0.335
```

Properties
orbital gap (spin up / spin down): 7.17 / 7.02 eV
energy relative to the best compared isomer or geometry (same formula, charge and spin): 113.9 kcal/mol
lowest unoccupied orbital energy (spin up / spin down): -0.980 / -1.141 eV
spin multiplicity: 1

Record 5
# C4H6N2Se

One molecule with the formula C4H6N2Se (ωB97M-V/def2-TZVPD, the OMol25 dataset).

The geometry in XYZ format:
```
13
Properties=species:S:1:pos:R:3:mulliken_charge:R:1
C -2.35715 1.58683 -0.24970 -0.787
Se -0.91817 1.06018 -1.46768 -0.018
C 0.25063 -0.20372 -0.47044 0.249
N -0.01353 -0.42874 0.80119 -0.447
C 1.14181 -1.03397 1.26106 -0.456
C 1.97324 -1.33324 0.24290 -0.167
N 1.46410 -0.68099 -0.84462 -0.048
H -3.43339 1.31451 -0.45478 0.292
H -1.92844 1.09440 0.55745 0.274
H -2.10532 2.66801 -0.09509 0.275
H 1.14638 -1.53091 2.23136 0.328
H 2.97104 -1.77609 0.24786 0.348
H 1.80880 -0.73628 -1.75950 0.158
```

Properties
orbital gap: 8.64 eV
energy relative to the best compared isomer or geometry (same formula, charge and spin): 7.2 kcal/mol
lowest unoccupied orbital energy: 0.640 eV
structure (SMILES): C[Se]c1ncc[nH]1
spin multiplicity: 1

Record 6
# C4H8N

A 2-piece molecular cluster, C4H8N overall (ωB97M-V/def2-TZVPD, the OMol25 dataset).

The geometry in XYZ format:
```
13
Properties=species:S:1:pos:R:3:mulliken_charge:R:1
C -2.19030 0.34897 0.12018 -0.548
C -1.19417 -0.23658 -0.31352 -0.062
C 1.02580 0.97704 0.35117 -0.302
C 1.41727 -0.38673 -0.15608 -0.346
N 0.16201 0.18715 -0.69839 0.114
H -3.02290 -0.27054 0.47635 0.264
H -2.23065 1.42482 0.19430 0.306
H -0.45267 -2.89415 0.18122 0.053
H 0.56490 1.03388 1.26486 0.346
H 1.64781 1.87809 -0.08402 0.255
H 2.18848 -0.66218 -0.84698 0.287
H 1.34540 -1.20825 0.46282 0.286
H 0.12588 0.26821 -1.69221 0.346
```

Properties
orbital gap (spin up / spin down): 10.08 / 9.51 eV
energy relative to the best compared isomer or geometry (same formula, charge and spin): 156.9 kcal/mol
lowest unoccupied orbital energy (spin up / spin down): -4.143 / -5.345 eV
spin multiplicity: 1
charge: +1